1.
The following is a quantum chemistry calculation of 3 unconnected molecules or ions with the total composition C22H47N2O3PSi in a non-equilibrium geometry, from OMol25.

Last column: Löwdin spin population.
Atoms and positions in Å:
C1 1.602 -4.066 -4.913  0.01
C2 2.714 -1.448 -2.449  0.00
C3 1.627 -2.553 -5.265  0.02
C4 3.102 3.457 3.887  -0.50
H1 0.210 -3.867 -2.464  0.00
H2 3.549 -2.546 -6.319  0.00
C5 4.013 2.217 3.321  -0.04
H3 -2.728 0.114 4.160  0.00
H4 1.890 -5.422 -3.264  0.00
H5 1.009 -1.428 2.072  0.00
Si1 3.821 1.852 1.441  0.00
H6 3.610 4.173 4.689  0.00
C6 -2.957 1.572 1.070  0.02
C7 0.364 -1.210 -1.818  0.00
H7 0.420 -0.130 -2.006  0.00
H8 -5.555 2.577 4.235  0.00
C8 1.298 -1.990 -2.797  0.02
H9 -5.050 -0.093 2.201  0.00
C9 -3.053 0.043 1.354  0.01
O1 -1.364 2.150 2.699  0.61
C10 -4.014 -0.291 2.496  0.00
H10 0.588 -4.467 -5.052  0.00
H11 3.501 -2.196 -2.557  0.00
H12 1.697 0.015 3.230  0.00
H13 2.702 2.621 0.882  0.01
H14 -5.569 2.134 2.556  0.00
H15 0.791 3.124 3.931  0.00
H16 -0.860 1.519 0.298  0.00
O2 -0.440 -1.893 -4.378  0.62
H17 -1.812 2.915 -0.248  0.00
C11 3.089 -2.075 -5.445  0.00
H18 2.776 -1.113 -1.408  0.00
H19 3.740 -2.323 -4.608  0.00
C12 -3.561 2.029 3.508  0.02
H20 -2.060 -0.360 1.604  0.00
N1 0.950 -1.705 -4.232  0.31
H21 -2.937 3.793 4.687  0.00
H22 -3.755 2.552 5.645  0.00
H23 3.114 -4.180 -3.376  0.00
O3 4.474 -1.155 2.227  0.00
H24 4.626 -0.679 3.112  0.00
H25 -5.140 1.442 0.655  0.00
N2 -2.706 2.363 2.323  0.31
H26 2.246 -4.622 -5.606  0.00
H27 0.658 -1.380 -0.774  0.00
C13 -3.674 0.500 3.756  0.01
H28 0.885 0.468 1.585  0.00
C14 1.004 -2.364 -6.690  0.00
H29 -0.015 -2.756 -6.764  0.00
H30 1.592 -2.897 -7.447  0.00
C15 1.251 -3.513 -2.477  0.01
H31 2.973 -0.578 -3.064  0.00
H32 -0.686 -1.514 -1.885  0.00
C16 -3.048 2.710 4.822  0.00
H33 -4.202 1.945 -0.718  0.00
H34 -4.482 3.090 0.578  0.00
H35 -3.375 -0.489 0.450  0.00
H36 -4.435 0.301 4.522  0.00
C17 2.039 -4.357 -3.481  0.00
C18 -4.268 2.034 0.372  0.00
H37 3.132 -0.991 -5.607  0.00
H38 5.060 1.983 0.670  0.00
C19 -4.971 2.640 3.313  0.00
C20 1.696 3.772 3.516  0.55
H39 -2.089 2.307 5.163  0.00
H40 1.644 -3.699 -1.469  0.00
H41 -2.079 1.306 -0.938  0.00
C21 -1.861 1.846 -0.008  0.00
H42 -4.906 3.703 3.048  0.00
P1 3.261 -0.312 1.282  0.00
H43 0.986 -1.304 -6.975  0.00
H44 5.149 2.523 3.520  0.00
H45 3.857 1.211 3.938  -0.02
H46 1.377 4.707 2.851  0.00
H47 -3.967 -1.364 2.717  0.00
C22 1.532 -0.381 2.119  0.00

Cartesian forces (eV/Å) of the 6 atoms listed first:
C -0.269 0.120 0.236
C 0.192 0.178 -0.237
C 1.133 -0.043 -1.582
C 0.211 0.323 0.261
H 0.099 0.255 -0.106
H -0.276 -0.046 0.013

Output
- F_max (eV/Å) = 5.0
- total energy (hartree) = -1832.17812
- expectation value of S² = 2.7841
- gap between HOMO and LUMO (spin up / spin down) (eV) = 8.5 / 7.4
- multiplicity = 3
- total charge = 0
- E_HOMO (spin up / spin down) (eV) = -8.189 / -7.911

2.
The following is a quantum chemistry calculation of a molecular structure, C22H16CuN4PS3Sb, from OMol25.

Last column: natural (NBO) charge in e.
Atoms and positions in Å:
C1 -2.991 -4.923 0.351  -0.20
C2 -2.665 -0.058 -0.292  -0.44
H1 -2.119 -2.813 -6.046  0.21
C3 -3.748 -0.340 0.541  -0.12
H2 -5.534 0.372 1.485  0.21
H3 -2.765 -3.782 -1.449  0.22
H4 -0.703 1.050 -1.678  0.39
C4 -0.528 4.381 -0.275  0.34
H5 0.395 -2.421 -2.599  0.25
H6 -3.490 -5.743 -0.151  0.21
C5 -1.979 -2.507 -5.016  -0.21
C6 0.694 2.480 0.527  0.43
C7 -1.935 -2.759 0.247  -0.24
C8 -1.699 -2.830 1.621  -0.22
S1 3.288 -1.549 2.359  -0.37
H7 -3.079 -5.846 2.285  0.21
N1 -1.313 4.777 -1.028  -0.45
N2 -1.586 1.530 -1.799  -0.81
H8 -1.180 -2.018 2.118  0.23
S2 1.250 -1.983 1.998  -0.47
C9 -0.573 -2.303 -3.075  -0.22
C10 -3.018 -1.894 -4.327  -0.21
N3 1.608 5.336 2.335  -0.40
Sb1 2.881 -3.019 0.434  0.93
C11 -2.582 -3.817 -0.382  -0.24
C12 -3.533 2.185 -0.563  -0.26
H9 -3.968 -1.720 -4.816  0.21
C13 -4.708 0.614 0.829  -0.29
N4 0.887 1.349 0.379  -0.58
H10 0.063 -3.161 -4.932  0.21
C14 -2.763 -4.980 1.717  -0.21
H11 -3.839 -1.324 0.979  0.20
H12 -1.921 -3.970 3.417  0.22
C15 -4.585 1.884 0.277  -0.18
S3 2.596 -1.636 -1.339  -0.90
Cu1 0.692 -0.613 0.204  0.75
H13 -1.444 2.526 -1.901  0.40
C16 -2.839 -1.493 -3.011  -0.23
H14 -3.421 3.181 -0.975  0.23
C17 -2.116 -3.929 2.353  -0.21
C18 0.416 3.842 0.622  -0.61
P1 -1.340 -1.267 -0.626  0.75
H15 -3.648 -1.008 -2.478  0.23
C19 -2.565 1.221 -0.871  0.20
C20 -1.618 -1.705 -2.376  -0.25
H16 -5.314 2.651 0.508  0.21
C21 -0.757 -2.707 -4.390  -0.22
C22 1.075 4.659 1.566  0.32

Cartesian forces (eV/Å) of the 6 atoms listed first:
C -0.007 0.005 -0.031
C -0.022 -0.015 -0.049
H -0.004 -0.003 0.000
C 0.016 0.001 0.027
H -0.005 -0.002 -0.002
H 0.002 -0.002 0.015

Output
- F_max (eV/Å) = 0.6
- total energy (hartree) = -4483.80934
- energy above the lowest of the compared OMol25 structures with the same formula, charge and spin (kJ/mol) = 16.2
- gap between HOMO and LUMO (eV) = 7.4
- total charge = -1
- E_HOMO (eV) = -5.187

3.
The following is a quantum chemistry calculation of a molecular structure, C19H46IrN4O6Si in a non-equilibrium geometry, from OMol25.

Last column: Löwdin spin population.
Atoms and positions in Å:
C1 2.359 -2.462 -2.215  0.00
H1 0.915 1.269 2.770  0.00
H2 -2.987 1.578 1.227  0.00
C2 -1.185 2.500 0.439  0.00
H3 3.456 -3.786 -4.396  0.00
C3 2.294 2.333 -3.370  0.00
H4 4.407 2.228 -2.996  0.00
H5 1.095 3.432 -1.924  0.00
C4 1.692 -3.340 1.567  0.00
C5 1.993 2.824 -1.930  0.00
H6 -1.310 3.384 1.071  0.00
C6 3.257 -2.729 -4.548  0.01
C7 -1.234 0.310 -5.422  0.14
H7 0.307 -0.572 -6.628  0.01
H8 -0.536 0.774 -7.432  0.00
H9 -2.122 2.159 -6.178  0.01
H10 -3.111 -0.720 -5.123  0.00
H11 3.082 -2.547 -5.605  0.00
H12 -0.950 0.622 4.197  0.00
H13 1.353 4.087 -4.283  0.00
O1 1.226 1.552 -3.791  0.03
H14 3.876 1.286 -4.392  0.00
H15 0.656 1.101 -6.152  0.00
N1 -0.161 1.598 1.008  0.04
C8 -1.753 1.773 -5.235  0.13
H16 1.096 -3.320 2.480  0.00
N2 -0.896 -0.703 2.524  0.08
C9 3.616 1.591 -3.380  0.00
C10 -0.090 1.592 2.487  0.01
H17 4.129 -2.152 -4.249  0.00
H18 -3.215 2.504 -0.253  0.00
H19 3.551 0.695 -2.765  0.00
C11 -0.120 0.422 -6.493  0.09
H20 -3.216 0.029 -0.503  0.00
H21 2.563 -3.491 -1.944  0.00
O2 0.384 -0.043 -1.822  0.20
O3 1.796 -1.008 1.050  0.09
H22 -1.960 -1.611 -6.083  0.01
H23 2.827 3.409 -1.561  0.00
H24 3.062 4.291 -3.877  0.00
H25 1.848 1.929 -1.330  0.00
H26 -0.944 2.398 -4.870  0.00
H27 3.225 -1.842 -1.995  0.00
H28 -0.048 -1.099 2.924  0.00
C12 -2.538 1.814 0.265  0.01
H29 4.212 -2.938 2.074  0.00
C13 2.381 -2.032 1.409  0.01
H30 -2.556 1.754 -4.503  0.01
H31 0.658 -3.184 -5.153  0.00
H32 4.041 -1.212 2.463  0.00
C14 3.834 -1.984 1.721  0.01
H33 2.392 -4.162 1.660  0.00
H34 1.074 -4.269 -3.820  0.00
H35 -2.800 -0.234 -6.800  0.00
H36 1.516 -2.084 -1.640  0.00
H37 1.008 -3.518 0.740  0.00
H38 0.742 1.940 0.680  0.00
Ir1 -0.380 -0.465 0.272  1.68
H39 2.582 3.303 -5.275  0.00
O4 -0.739 -0.116 -4.206  0.35
C15 0.847 -3.241 -4.084  0.02
H40 -0.249 2.601 2.881  0.00
H41 -0.843 2.823 -0.546  0.00
O5 1.712 -1.009 -3.992  0.14
C16 2.029 -2.321 -3.709  0.02
N3 -0.922 -2.103 -0.247  0.39
N4 -2.351 0.565 -0.478  0.12
Si1 0.656 0.079 -3.363  0.03
C17 -1.098 0.630 3.109  0.01
C18 -2.345 -0.609 -5.888  0.01
H42 -2.074 0.762 -1.440  0.00
H43 -1.663 -1.325 2.769  0.00
H44 4.388 -1.686 0.828  0.00
C19 2.323 3.595 -4.258  0.00
H45 -0.043 -2.909 -3.552  0.00
H46 -2.120 0.953 2.919  0.00
O6 -1.395 -2.508 -1.228  0.31

Cartesian forces (eV/Å) of the 6 atoms listed first:
C -0.221 0.296 -0.338
H 0.003 0.109 -0.083
H -0.102 -0.002 -0.079
C -0.757 0.157 -0.351
H 0.084 -0.099 -0.024
C 0.694 2.467 1.152

Output
- F_max (eV/Å) = 5.0
- total energy (hartree) = -1814.85711
- expectation value of S² = 6.0256
- gap between HOMO and LUMO (spin up / spin down) (eV) = 7.0 / 4.7
- multiplicity = 5
- total charge = +3
- E_HOMO (spin up / spin down) (eV) = -17.713 / -17.671

4.
The following is a quantum chemistry calculation of 2 unconnected molecules or ions with the total composition C7H12, from OMol25.

Last column: natural (NBO) charge in e.
Atoms and positions in Å:
C1 2.410 0.671 -0.766  -0.64
H1 -0.158 -2.380 -0.209  0.22
H2 -0.514 0.827 2.209  0.21
C2 -0.436 -1.384 0.121  -0.20
H3 -2.168 0.834 1.595  0.21
H4 0.062 1.881 0.132  0.22
C3 -0.608 1.022 0.037  -0.45
H5 -2.472 -0.850 -0.785  0.01
H6 -1.435 1.361 -0.605  0.23
H7 2.768 1.209 -1.642  0.22
H8 -2.162 -0.612 -1.418  -0.02
H9 2.093 1.385 0.003  0.21
H10 1.613 -1.302 -1.368  0.19
H11 3.241 0.096 -0.338  0.22
C4 1.321 -0.310 -1.026  -0.16
C5 0.085 -0.191 -0.542  -0.02
C6 -1.065 -1.024 1.237  -0.22
C7 -1.151 0.486 1.382  -0.43
H12 -1.425 -1.718 1.983  0.21

Cartesian forces (eV/Å) of the 6 atoms listed first:
C 0.178 0.232 -0.166
H -0.200 0.046 0.158
H -0.140 -0.088 -0.004
C -0.435 -0.108 0.187
H 0.114 -0.037 -0.024
H -0.079 -0.127 0.126

Output
- F_max (eV/Å) = 0.6
- SMILES string = C/C=C1/C=CCC1.[H][H]
- total energy (hartree) = -273.81620
- energy above the lowest of the compared OMol25 structures with the same formula, charge and spin (kJ/mol) = 242.5
- gap between HOMO and LUMO (eV) = 9.0
- total charge = 0
- E_HOMO (eV) = -7.873